Record 1
22
Properties=species:S:1:pos:R:3:forces:R:3:mulliken_charge:R:1 method="wB97M-V/def2-TZVPD" e_above_lowest_kcal_mol=53.9 smiles=C[C@H]1C[C@]1(C)n1cccn1 homo_energy_ev=-8.80 orbital_gap_ev=9.75 energy_ha=-421.474284
C 2.02813 -1.12877 1.52530 -0.14 0.05 -0.04 -1.4452
C 0.73425 -1.17516 0.75482 0.13 -0.01 -0.04 0.0889
C -0.57879 -0.91117 1.44738 -0.10 -0.01 -0.14 -1.0564
C -0.05522 0.05807 0.44010 1.86 3.50 1.97 1.0351
C 0.55503 1.67533 0.99431 -1.56 -3.98 -1.26 -1.6839
N -0.70184 0.16725 -0.81450 -0.37 0.08 -0.66 0.8129
C -0.72409 1.20276 -1.67900 -0.07 0.01 -0.20 -0.1557
C -1.45808 0.79879 -2.77127 0.08 0.11 0.01 -0.8286
C -1.83638 -0.51422 -2.47274 0.10 0.19 0.03 -0.2276
N -1.37377 -0.88058 -1.29310 -0.13 -0.62 0.24 -1.0967
H 2.00260 -0.34822 2.28498 0.07 -0.03 0.04 0.2621
H 2.86602 -0.93506 0.85630 0.09 0.01 0.03 0.3294
H 2.19690 -2.08514 2.02391 0.05 0.04 0.01 0.3848
H 0.71406 -1.92948 -0.02486 -0.18 0.05 -0.01 0.4599
H -1.43320 -1.49659 1.14744 -0.06 -0.06 -0.05 0.3112
H -0.55364 -0.63389 2.48995 0.06 0.12 0.11 0.2677
H 0.81028 1.56212 2.03564 0.08 0.02 0.18 0.4177
H -0.26494 2.36403 0.86031 -0.11 0.20 0.00 0.5110
H 1.41185 1.90953 0.38451 0.23 0.17 -0.12 0.3683
H -0.23400 2.13237 -1.47946 0.11 0.15 0.10 0.4056
H -1.68664 1.36546 -3.65088 -0.01 0.14 -0.13 0.3951
H -2.41851 -1.19742 -3.05916 -0.11 -0.15 -0.08 0.4443

Record 2
10
Properties=species:S:1:pos:R:3:forces:R:3:mulliken_charge:R:1 method="wB97M-V/def2-TZVPD" e_above_lowest_kcal_mol=84.3 smiles="O=NOCC(=O)O" homo_energy_ev=-10.92 orbital_gap_ev=10.37 energy_ha=-433.629254
O -2.99354 -1.31835 0.89047 4.64 1.40 0.74 -0.2764
N -1.82926 -1.06150 1.15797 -3.95 -0.50 -1.51 0.0926
O -1.22879 -0.16362 0.19937 -1.64 -1.50 1.55 -0.1327
C 0.15380 -0.15040 0.50461 -0.14 0.48 -1.60 -0.0937
C 0.66376 0.63584 -0.70080 1.07 2.06 -0.64 0.5392
O 0.11911 1.53838 -1.31477 0.18 -1.73 1.16 -0.5358
O 1.95921 0.33592 -0.96166 -0.24 0.03 -0.23 -0.4467
H 0.56568 -1.16507 0.47633 0.05 0.31 0.26 0.2635
H 0.37451 0.39486 1.42680 0.06 -0.17 -0.08 0.2487
H 2.21554 0.95394 -1.67833 -0.04 -0.36 0.36 0.3413

Record 3
71
Properties=species:S:1:pos:R:3:forces:R:3:mulliken_spin:R:1 method="wB97M-V/def2-TZVPD" spin_multiplicity=2 e_above_lowest_kcal_mol=1.4 s2=1.170 homo_energy_ev="-10.24 / -10.46" charge=+1 orbital_gap_ev="5.40 / 6.72" energy_ha=-3305.924838
Tc 0.25405 0.91145 -0.32650 -0.03 0.06 0.15 1.5189
C 1.18430 2.79609 6.47804 0.01 0.01 0.00 0.0001
Si 0.11284 2.45896 4.98535 -0.01 0.02 0.01 -0.0008
C -0.82084 4.00356 4.50725 0.00 -0.01 0.02 0.0021
C -1.04650 1.03578 5.33531 0.01 0.01 -0.02 0.0005
C 1.27348 1.96767 3.56401 -0.04 -0.02 -0.04 -0.0039
C 2.65310 1.90843 3.72614 0.00 0.02 0.02 0.0077
C 3.50815 1.54475 2.68562 0.01 -0.01 0.00 0.0004
C 2.95514 1.23113 1.46701 0.00 -0.02 -0.01 0.0064
N 1.63239 1.28678 1.27870 0.00 0.00 0.00 -0.0315
C 0.80625 1.64944 2.28115 0.01 -0.01 0.03 0.0016
S -0.85188 1.62559 1.70862 -0.01 0.02 0.01 0.0239
H 0.54990 3.06061 7.32683 0.00 0.00 0.00 0.0000
H 1.86788 3.63162 6.31290 0.00 0.00 0.00 0.0000
H 1.77238 1.92381 6.77082 0.00 0.00 0.01 0.0000
H -1.43148 4.34331 5.34719 0.00 0.00 -0.01 0.0000
H -1.48132 3.82840 3.65792 -0.01 0.00 -0.01 -0.0005
H -0.13559 4.81207 4.24466 0.01 -0.01 0.00 0.0004
H -1.72734 1.28984 6.15056 0.00 0.01 0.00 0.0001
H -0.49078 0.14355 5.63186 0.00 0.00 0.00 0.0001
H -1.64666 0.79270 4.45742 0.00 -0.01 0.01 0.0002
H 3.08511 2.15440 4.68918 0.00 0.00 0.00 0.0007
H 4.57868 1.50501 2.82398 0.00 0.00 0.00 -0.0001
H 3.55251 0.93116 0.61542 0.00 0.01 0.00 -0.0024
S 1.59490 -0.16108 -1.86904 0.07 -0.04 -0.10 -0.2741
C 0.50995 -0.92683 -2.95092 0.04 -0.01 0.01 -0.0487
C 0.99285 -1.84707 -3.90760 0.00 -0.01 -0.02 0.0006
C 0.13895 -2.39299 -4.82397 0.02 0.00 0.00 -0.0064
C -1.23009 -2.05096 -4.81690 0.00 0.00 -0.01 -0.0589
C -1.72383 -1.16983 -3.89394 -0.01 0.01 0.00 0.0355
C -0.86244 -0.59028 -2.93862 -0.02 0.01 0.00 -0.1068
S -1.45412 0.56828 -1.81462 -0.05 -0.04 -0.03 -0.1162
H 2.04607 -2.09536 -3.90946 0.00 0.00 0.00 0.0029
H 0.51250 -3.08820 -5.56348 0.00 0.00 0.00 -0.0010
H -1.89414 -2.49417 -5.54722 0.00 0.00 0.00 -0.0027
H -2.77476 -0.90968 -3.87841 0.00 0.00 0.01 0.0022
C -4.10598 4.41280 -3.07468 0.00 0.00 0.00 -0.0005
C -3.20341 5.09483 -2.05039 -0.01 -0.01 0.00 0.0009
C -2.10968 4.18894 -1.50803 0.02 -0.03 0.00 0.0025
N -1.21360 3.78665 -2.59765 0.00 0.04 -0.01 0.0053
C -0.01148 3.29626 -2.45728 -0.04 -0.11 0.05 -0.0077
S 0.75373 3.21098 -0.89804 0.00 0.05 -0.01 0.0250
N 0.69751 2.81770 -3.51568 0.01 0.00 -0.02 0.0006
C 0.24180 2.33419 -4.77660 0.01 0.01 -0.02 -0.0057
O 0.78502 1.36577 -5.23449 0.00 0.00 0.01 0.0009
C -0.83206 3.07941 -5.48220 -0.01 -0.01 0.01 -0.0004
C -1.81853 2.35086 -6.14095 0.00 0.00 0.00 -0.0040
C -2.80202 3.01915 -6.85212 0.00 0.00 0.00 0.0001
C -2.78185 4.40606 -6.92923 0.00 0.00 0.00 -0.0003
C -1.78432 5.13211 -6.29077 0.00 0.00 0.00 0.0002
C -0.81114 4.47155 -5.55739 0.01 0.00 -0.01 0.0007
H -4.91936 5.07365 -3.37144 0.00 0.00 0.00 0.0001
H -4.54680 3.50302 -2.66286 0.01 0.00 0.00 -0.0001
H -3.57719 4.14321 -3.99405 0.00 0.00 0.00 -0.0002
H -3.80055 5.42212 -1.19816 0.00 0.00 0.00 0.0001
H -2.75004 5.99371 -2.47634 0.00 0.00 0.00 -0.0003
H -2.54064 3.28329 -1.06998 0.02 0.00 0.02 -0.0015
H -1.51702 4.67878 -0.74006 0.00 0.03 0.00 -0.0027
H -1.62826 3.76100 -3.52116 0.01 0.04 0.00 -0.0032
H 1.54912 2.34730 -3.22782 0.00 0.01 -0.01 0.0031
H -1.79965 1.26961 -6.08941 0.00 0.00 0.00 -0.0021
H -3.57811 2.45956 -7.35631 0.00 0.00 0.00 0.0000
H -3.54403 4.92439 -7.49576 0.00 0.00 0.00 0.0000
H -1.76101 6.21053 -6.37029 0.00 0.00 0.00 0.0000
H -0.02643 5.02968 -5.06012 0.00 0.00 0.00 -0.0001
C -0.39219 -3.33962 1.60618 -0.01 0.01 0.00 -0.0037
C -0.17178 -2.04186 0.99259 0.03 -0.01 0.02 0.0532
N 0.00202 -1.01678 0.52095 -0.03 0.00 -0.03 -0.0142
H -0.88748 -3.99878 0.89546 0.00 0.00 0.00 0.0011
H -1.01818 -3.21906 2.48877 0.00 0.00 0.00 0.0008
H 0.56476 -3.77125 1.89432 0.00 0.00 0.00 0.0019

Record 4
106
Properties=species:S:1:pos:R:3:forces:R:3:mulliken_charge:R:1 method="wB97M-V/def2-TZVPD" smiles="CCCCCCCCCC[C@@H]1CCCS(=O)(=O)O1.CCOC(=O)OC.CCOC(=O)OC.CCOC(=O)OC.CCOC(=O)OC" homo_energy_ev=-10.38 orbital_gap_ev=10.73 energy_ha=-2705.857464
C 2.29806 3.53255 -2.29862 0.80 -0.86 0.28 -0.9012
C 3.07623 2.18931 -2.58155 -0.29 0.75 -0.87 -0.8135
C 2.29327 1.27855 -3.59468 0.15 -0.73 1.05 0.4032
C 1.97381 -0.09978 -2.91464 -0.74 0.24 -0.47 -1.0596
C 0.69015 -0.79734 -3.50766 0.16 -0.08 0.20 -0.2308
C -0.23299 -1.43705 -2.41459 0.16 -0.05 0.49 -0.8239
C -1.70083 -0.92083 -2.43920 0.35 -0.49 -0.38 0.0608
C -2.55010 -1.46629 -3.63555 -0.88 0.49 0.92 -0.6760
C -3.80169 -0.52228 -3.86521 0.65 -0.24 -0.18 -0.7176
C -3.65639 0.32562 -5.18363 0.80 -0.05 0.74 -1.3025
C -2.73913 1.52725 -4.79445 -1.56 -0.50 0.59 1.5798
C -3.56693 2.56674 -3.97095 0.09 0.36 0.40 -1.0328
C -2.67212 3.35427 -2.96024 0.05 -0.51 -0.39 -0.7698
C -1.24253 3.59056 -3.57815 -0.58 -1.34 1.18 -0.1277
S -1.14351 3.38178 -5.39997 3.67 2.43 -3.05 1.1594
O 0.21465 2.88639 -5.75763 -2.89 0.24 1.35 -0.6207
O -1.40571 4.70960 -6.00353 -0.77 -2.75 1.27 -0.6796
O -2.20705 2.22924 -5.94401 0.78 1.32 1.28 -0.5007
H 1.49347 3.31068 -1.56467 0.34 0.29 -0.43 0.1706
H 1.85129 3.95224 -3.21813 0.38 -0.08 0.43 0.2218
H 3.03021 4.22411 -1.83128 -0.74 -0.06 -0.29 0.4226
H 4.07668 2.39936 -3.01463 -0.52 0.10 0.37 0.3657
H 3.24451 1.71701 -1.59549 -0.07 -0.09 -0.60 0.3627
H 1.34411 1.77488 -3.88173 0.56 -0.31 0.11 -0.4204
H 2.86188 1.10026 -4.52734 -0.27 0.29 0.43 0.4423
H 1.83820 0.10571 -1.82856 -0.06 -0.30 -0.64 0.3910
H 2.81139 -0.81917 -3.02206 -0.25 0.57 0.22 0.1373
H 1.04567 -1.57863 -4.21161 -0.38 0.39 0.29 0.3789
H 0.09326 -0.08330 -4.12306 0.45 -0.28 0.42 0.1240
H 0.16395 -1.18280 -1.40388 -0.08 -0.09 -0.66 0.2088
H -0.15328 -2.54628 -2.47565 -0.38 0.59 0.00 0.3289
H -1.64733 0.19066 -2.44049 -0.09 -0.55 -0.10 -0.2120
H -2.25354 -1.18748 -1.50984 0.50 0.13 -0.44 0.3316
H -2.97067 -2.43920 -3.29774 0.58 0.35 -0.46 0.3477
H -1.96567 -1.61529 -4.56377 -0.23 0.13 0.48 0.3667
H -3.83608 0.13772 -2.96830 -0.22 -0.30 -0.66 0.3830
H -4.73243 -1.11629 -3.84027 0.38 0.32 -0.29 0.4843
H -3.10322 -0.29571 -5.91676 -0.58 0.38 0.14 0.4454
H -4.64063 0.63953 -5.57818 0.61 0.02 0.08 0.3157
H -1.87797 1.09405 -4.24572 -0.47 0.34 -0.13 -0.5677
H -4.03441 3.24651 -4.71761 0.32 -0.37 0.44 0.4106
H -4.39210 2.10887 -3.39016 0.48 0.07 -0.50 0.4499
H -2.55602 2.69764 -2.06903 0.12 0.47 -0.49 0.3466
H -3.15227 4.27731 -2.58806 0.27 -0.35 -0.50 0.3659
H -0.78798 4.54450 -3.24892 -0.29 -0.32 -0.97 0.6602
H -0.58534 2.80055 -3.15010 -0.26 0.43 -0.62 -0.2383
C -2.45633 -0.06210 5.18008 0.20 -0.23 -0.03 -0.9543
C -3.11758 0.27307 3.85953 -0.26 0.17 0.54 -0.2929
O -2.25462 -0.04469 2.76023 -0.06 0.12 -0.18 -0.2187
C -2.22253 -1.32814 2.40106 0.19 0.20 0.03 0.6456
O -2.85402 -2.22156 2.89435 -0.12 -0.15 0.03 -0.5728
O -1.34830 -1.44512 1.39926 0.00 0.02 -0.11 -0.2202
C -1.14979 -2.78291 0.94018 0.13 -0.33 -0.21 -0.6240
H -1.47668 0.41499 5.24625 -0.09 0.11 0.06 0.0773
H -3.07104 0.27244 6.01622 0.01 0.03 -0.04 0.4385
H -2.29589 -1.13646 5.27981 -0.11 0.01 -0.02 0.2929
H -3.30319 1.34575 3.80418 0.17 -0.03 -0.24 0.3441
H -4.08143 -0.22703 3.75329 0.15 -0.15 -0.10 0.3252
H -2.09610 -3.26351 0.69431 -0.01 0.03 0.17 0.3227
H -0.61221 -3.36402 1.68995 -0.15 -0.01 0.04 0.3723
H -0.54369 -2.73033 0.03926 0.00 0.20 0.08 0.0870
C 2.99795 -2.15540 9.79991 0.16 0.17 -0.19 -1.0995
C 1.60706 -2.46495 9.28403 0.26 -0.34 0.45 -0.1791
O 1.13249 -1.42242 8.42293 -0.20 -0.02 -0.08 -0.3641
C 1.59472 -1.46223 7.17405 -0.05 0.20 0.24 0.7474
O 2.34335 -2.28335 6.71997 0.09 -0.16 -0.13 -0.5508
O 1.09283 -0.41446 6.51544 -0.11 0.02 -0.08 -0.3159
C 1.56882 -0.29341 5.17561 0.07 0.08 -0.33 -0.2399
H 3.02071 -1.17018 10.26923 -0.08 -0.08 0.10 0.2938
H 3.31272 -2.90279 10.52899 -0.05 0.01 0.00 0.3567
H 3.72416 -2.14066 8.98627 -0.05 -0.11 0.00 0.3077
H 0.90833 -2.51509 10.11886 -0.13 0.21 -0.15 0.2946
H 1.57350 -3.42939 8.77502 0.04 0.14 -0.15 0.3114
H 1.43184 -1.22095 4.62084 0.11 -0.02 0.11 0.3529
H 2.61968 -0.00168 5.18000 0.00 -0.15 -0.04 0.3872
H 0.99162 0.48748 4.68577 -0.12 0.01 0.26 -0.2953
C -0.48737 7.89539 2.43275 -0.06 -0.18 0.23 -1.1225
C 0.29936 7.18747 1.34810 -0.30 0.52 -0.11 -0.1171
O 1.12135 6.15167 1.89967 0.10 -0.11 -0.13 -0.3774
C 0.49124 5.01039 2.17422 0.26 0.17 0.12 0.7456
O -0.67296 4.77955 1.98829 -0.20 -0.09 -0.08 -0.5588
O 1.37897 4.16802 2.70694 0.02 -0.04 -0.06 -0.3665
C 0.81954 2.92109 3.11610 -0.05 -0.34 0.09 -0.6180
H 0.18136 8.25319 3.21766 0.04 0.09 -0.11 0.2948
H -1.03472 8.74331 2.01952 0.04 -0.01 -0.02 0.3645
H -1.20281 7.21982 2.90334 -0.02 0.00 -0.12 0.3109
H 0.97641 7.89226 0.86595 0.19 -0.19 0.09 0.3111
H -0.35653 6.78668 0.57359 0.02 -0.16 0.14 0.2627
H 0.25716 2.45432 2.30778 -0.09 0.11 0.06 0.3533
H 0.18360 3.06761 3.99040 -0.10 -0.02 -0.11 0.2988
H 1.64356 2.26521 3.38811 0.14 0.24 -0.05 0.2216
C 4.09686 -7.18214 -0.98874 0.06 0.12 -0.27 -1.1008
C 2.60487 -7.26085 -0.73541 0.40 -0.34 0.32 -0.1984
O 1.90620 -6.22985 -1.44470 -0.22 0.02 0.04 -0.3048
C 1.69048 -6.47457 -2.73726 0.10 0.25 0.16 0.6587
O 2.01144 -7.46438 -3.33515 0.00 -0.19 -0.12 -0.5642
O 1.06831 -5.41431 -3.25838 -0.12 0.02 0.02 -0.1790
C 0.83890 -5.51036 -4.66427 -0.11 0.11 -0.36 -0.7068
H 4.47005 -6.18117 -0.76455 -0.03 -0.05 0.13 0.2880
H 4.63027 -7.90585 -0.37155 -0.04 0.02 0.02 0.3601
H 4.32856 -7.38466 -2.03510 -0.06 -0.10 0.05 0.3108
H 2.40279 -7.09631 0.32286 -0.16 0.21 -0.11 0.2902
H 2.20563 -8.24307 -0.99266 -0.02 0.11 -0.18 0.3122
H 0.33166 -6.43915 -4.92178 0.15 -0.03 0.06 0.3526
H 1.78414 -5.43016 -5.20159 -0.03 -0.15 0.00 0.3312
H 0.20237 -4.67574 -4.95177 0.05 0.05 0.24 0.1467

Record 5
20
Properties=species:S:1:pos:R:3:forces:R:3:mulliken_charge:R:1 method="wB97M-V/def2-TZVPD" e_above_lowest_kcal_mol=95.0 smiles="c1ccccc1.CC(=O)O" homo_energy_ev=-9.34 orbital_gap_ev=10.04 energy_ha=-461.187179
C 1.78454 -1.01179 -1.92817 0.62 0.94 0.22 -0.1467
C 0.55023 -1.30693 -2.45806 -0.05 3.64 -4.74 0.0002
C -0.52672 -2.08259 -1.93518 0.76 -2.05 -3.08 -0.4815
C -0.12932 -2.62433 -0.74651 -1.40 0.12 3.05 -0.1847
C 1.05093 -2.19738 -0.07409 -2.03 -2.21 0.42 -0.2895
C 2.05740 -1.56047 -0.69285 1.83 2.61 1.33 -0.3688
H 2.49192 -0.16505 -2.30993 -1.52 -2.00 0.23 0.2361
H 0.58423 -0.55855 -3.42516 -1.51 -2.47 1.76 0.1410
H -1.36837 -2.65092 -2.65126 2.03 2.37 2.21 0.2476
H -0.85396 -3.14556 -0.03117 0.93 0.33 -1.53 0.2427
H 0.99018 -2.49695 0.95337 0.91 0.02 0.49 0.3275
H 2.90075 -1.06716 -0.13892 -0.58 -1.24 -0.32 0.2742
C -1.22501 3.60197 2.41384 0.18 -1.36 1.11 -0.8175
C -1.16920 2.27006 1.63466 1.62 -0.77 0.07 0.7554
O -1.79017 1.25581 1.88987 -0.96 1.24 0.36 -0.5744
O -0.13178 2.11934 0.83663 1.22 5.51 0.24 -0.3934
H -2.14837 3.03455 2.89473 1.04 3.27 0.51 0.2909
H -0.25875 3.52795 3.12865 -2.39 0.13 -1.45 0.1946
H -1.17990 4.71235 1.93565 -0.73 -3.18 0.87 0.2848
H -0.13922 1.27690 0.55030 0.04 -4.88 -1.72 0.2614